# C16H14I2N4O2RuS6Sb

A structure of composition C16H14I2N4O2RuS6Sb (wB97M-V/def2-TZVPD, the Open Molecules 2025 dataset).

Cartesian coordinates (Å):
Ru  -0.612  0.288  -0.414
S  -2.548  2.640  3.242
Sb  -1.698  2.993  1.177
S  -1.763  -1.555  0.627
S  -2.599  1.480  -0.488
S  0.421  1.973  0.762
N  1.362  -6.799  -3.248
C  1.238  -5.414  -3.110
C  2.068  -4.556  -3.832
C  1.976  -3.186  -3.659
C  1.053  -2.672  -2.766
C  0.221  -3.511  -2.037
C  0.316  -4.877  -2.207
S  0.914  -0.938  -2.535
O  -0.523  -0.608  -2.605
O  1.786  -0.281  -3.460
N  1.165  -0.643  -0.969
C  2.390  -0.800  -0.366
N  3.390  -1.344  -1.069
C  4.531  -1.517  -0.415
C  4.700  -1.167  0.913
C  3.590  -0.621  1.540
N  2.437  -0.439  0.919
H  1.736  -7.099  -4.134
H  0.536  -7.319  -2.996
H  2.791  -4.969  -4.526
H  2.621  -2.507  -4.200
H  -0.503  -3.088  -1.350
H  -0.328  -5.538  -1.639
H  5.341  -1.964  -0.984
H  5.637  -1.316  1.429
H  3.614  -0.329  2.586
S  -0.264  -2.591  1.559
C  0.154  -1.652  3.004
C  1.201  -2.154  3.777
C  1.610  -1.475  4.913
C  0.988  -0.286  5.281
C  -0.049  0.210  4.505
C  -0.474  -0.471  3.372
H  1.696  -3.071  3.477
H  2.421  -1.874  5.510
H  1.317  0.250  6.162
H  -0.538  1.141  4.764
H  -1.284  -0.072  2.776
I  -1.441  2.958  -2.892
I  -0.475  4.282  -5.033

Output
electronic energy = -117211.9154 eV
net charge = -1
ΔE to the lowest compared entry with this formula, charge and spin = 7.6 kJ/mol
spin multiplicity = 5